1.
{"formula": "C6H7NO2S2", "method": "ωB97M-V/def2-TZVPD", "largest_force_ev_per_a": 3.996, "homo_energy_ev": -8.26, "gap_ev": 7.820, "e_above_lowest_kj_mol": 279.78, "elements": ["C", "C", "C", "C", "C", "C", "N", "O", "O", "S", "S", "H", "H", "H", "H", "H", "H", "H"], "coordinates": [[1.696, -0.799, 0.657], [0.652, -0.716, 1.519], [-0.718, -0.544, 1.064], [0.188, -0.104, -1.640], [0.775, -0.932, 2.956], [-1.127, 1.812, -2.919], [-0.753, -0.268, -0.713], [-1.815, -0.533, 1.482], [-1.962, -0.002, -0.988], [1.801, -0.610, -1.041], [-0.267, 0.216, -3.321], [2.699, -0.856, 0.958], [1.807, -1.170, 3.319], [0.597, -0.054, 3.626], [0.147, -1.683, 3.446], [-1.836, 1.525, -2.072], [-1.617, 2.174, -3.829], [-0.268, 2.545, -2.502]], "lowdin_charge": [-0.365, -0.288, -0.204, -0.851, -0.075, -0.369, -0.210, 0.193, -0.145, 0.995, 0.831, 0.054, 0.097, 0.102, 0.092, 0.031, 0.026, 0.087]}

2.
{"formula": "C6H7NO3", "method": "ωB97M-V/def2-TZVPD", "largest_force_ev_per_a": 2.551, "homo_energy_ev": -9.22, "gap_ev": 7.723, "e_above_lowest_kj_mol": 475.79, "elements": ["O", "C", "O", "C", "C", "N", "C", "C", "C", "H", "H", "H", "H", "H", "O", "H", "H"], "coordinates": [[2.046, -0.345, 1.547], [2.389, -1.461, 2.071], [3.392, -2.075, 1.711], [0.054, -1.620, 3.377], [-0.556, -2.747, 2.720], [0.590, -3.240, 2.219], [1.399, -2.238, 2.946], [-1.880, -3.027, 2.302], [-3.037, -3.170, 1.978], [-0.166, -1.372, 4.418], [0.729, -3.607, 1.279], [1.956, -2.694, 3.776], [-4.064, -3.421, 1.767], [-0.338, -0.445, 2.595], [-0.247, 0.666, 1.638], [0.853, 0.239, 1.478], [-0.795, 0.636, 0.849]], "lowdin_charge": [-0.008, -0.594, 0.035, -0.047, -0.235, 0.180, -0.167, -0.020, 0.181, 0.120, 0.180, 0.160, 0.054, 0.213, -0.164, 0.072, 0.040]}

3.
{"formula": "C6H7NO3", "method": "ωB97M-V/def2-TZVPD", "largest_force_ev_per_a": 3.190, "smiles": "C[C@H]1OC[C@@](O)(C#N)C1=O", "homo_energy_ev": -10.09, "gap_ev": 10.145, "e_above_lowest_kj_mol": 224.90, "elements": ["C", "C", "O", "C", "C", "O", "C", "N", "C", "O", "H", "H", "H", "H", "H", "H", "H"], "coordinates": [[0.112, 1.856, -0.740], [-0.408, 0.507, -0.318], [0.469, -0.454, -0.877], [0.640, -1.567, -0.063], [-0.245, -1.302, 1.279], [-1.270, -2.312, 1.379], [0.820, -1.397, 2.261], [1.661, -1.551, 3.019], [-0.591, 0.167, 1.094], [-0.920, 0.883, 2.004], [1.114, 1.986, -0.443], [-0.427, 2.691, -0.446], [-0.051, 1.985, -1.793], [-1.485, 0.281, -0.591], [1.668, -1.825, 0.094], [0.321, -2.568, -0.497], [-1.843, -2.284, 2.175]], "lowdin_charge": [0.014, -0.293, -0.053, -0.095, -0.340, 0.034, -0.161, 0.196, -0.301, 0.163, 0.088, 0.066, 0.088, 0.197, 0.118, 0.151, 0.129]}

4.
{"formula": "C6H7NO3", "method": "ωB97M-V/def2-TZVPD", "largest_force_ev_per_a": 5.344, "homo_energy_ev": -10.03, "gap_ev": 10.406, "e_above_lowest_kj_mol": 364.60, "elements": ["O", "C", "C", "C", "C", "C", "N", "C", "O", "H", "H", "H", "H", "H", "O", "H", "H"], "coordinates": [[1.576, 1.818, 0.653], [1.337, 0.708, 0.285], [1.699, -0.738, 0.643], [0.336, -1.383, 0.919], [-0.434, -0.813, -0.321], [-1.652, -0.038, 0.108], [-2.185, 0.947, -0.606], [0.712, 0.011, -0.938], [1.837, -0.896, -0.802], [2.575, -1.026, 1.230], [0.399, -2.476, 0.907], [-0.095, -1.068, 1.878], [-0.737, -1.608, -1.013], [0.594, 0.466, -1.925], [-2.642, -0.676, 0.609], [-1.498, 1.592, -0.982], [-3.330, 0.496, -0.157]], "lowdin_charge": [0.147, -0.277, -0.170, -0.050, -0.153, -0.498, 0.112, -0.164, -0.022, 0.161, 0.127, 0.133, 0.170, 0.164, -0.044, 0.085, 0.281]}

5.
{"formula": "C6H7NS", "method": "ωB97M-V/def2-TZVPD", "largest_force_ev_per_a": 4.721, "smiles": "CC1=C=NCC=CS1", "homo_energy_ev": -7.65, "gap_ev": 8.298, "e_above_lowest_kj_mol": 389.27, "elements": ["C", "C", "C", "N", "C", "C", "C", "S", "H", "H", "H", "H", "H", "H", "H"], "coordinates": [[2.732, 0.622, 0.099], [1.386, 0.145, 0.329], [0.284, 0.820, 0.398], [-0.841, 1.155, 0.805], [-2.175, 0.698, 0.259], [-2.010, -0.846, 0.083], [-0.931, -1.667, 0.025], [0.801, -1.574, 0.384], [3.286, 0.905, 0.954], [2.784, 1.405, -0.637], [3.526, -0.097, -0.404], [-2.765, 1.056, 1.101], [-2.507, 1.228, -0.756], [-3.023, -1.409, -0.118], [-1.027, -2.658, -0.096]], "lowdin_charge": [-0.130, -0.565, -0.186, 0.058, -0.173, -0.140, -0.432, 0.960, 0.055, 0.071, 0.120, 0.092, 0.148, 0.126, -0.006]}

6.
{"formula": "C6H7NS", "method": "ωB97M-V/def2-TZVPD", "largest_force_ev_per_a": 0.640, "smiles": "C#C[C@@H]1C(=S)CN1C", "homo_energy_ev": -8.83, "gap_ev": 8.549, "e_above_lowest_kj_mol": 347.09, "elements": ["C", "C", "C", "C", "S", "C", "N", "C", "H", "H", "H", "H", "H", "H", "H"], "coordinates": [[-1.274, 2.455, -0.389], [-0.865, 1.452, 0.136], [-0.321, 0.227, 0.746], [0.923, -0.306, 0.028], [2.463, 0.134, -0.033], [0.078, -1.415, -0.549], [-0.988, -1.054, 0.398], [-2.344, -1.032, -0.080], [-1.625, 3.361, -0.828], [-0.198, 0.359, 1.832], [0.454, -2.433, -0.431], [-0.164, -1.210, -1.600], [-3.016, -0.627, 0.691], [-2.648, -2.065, -0.279], [-2.476, -0.436, -1.001]], "lowdin_charge": [0.137, -0.090, -0.313, -0.735, 0.747, -0.165, -0.169, -0.105, 0.031, 0.151, 0.120, 0.129, 0.092, 0.086, 0.083]}